# 1
{"formula": "C5H11NOSi", "method": "ωB97M-V with the def2-TZVPD basis set", "elements": ["C", "Si", "C", "C", "C", "N", "C", "O", "H", "H", "H", "H", "H", "H", "H", "H", "H", "H", "H"], "coordinates": [[1.981, 2.265, 0.314], [1.528, 0.538, -0.408], [0.093, -0.229, 0.610], [-0.365, -1.943, 0.246], [-1.557, -1.625, -0.608], [-2.101, -0.312, -0.387], [-1.241, 0.415, 0.314], [-1.381, 1.550, 0.711], [2.780, 2.026, 0.947], [2.252, 2.946, -0.452], [1.102, 2.715, 0.825], [0.901, 0.921, -1.615], [2.813, -0.056, -0.487], [0.208, -0.157, 1.775], [-0.629, -2.555, 1.088], [0.399, -2.396, -0.338], [-1.239, -1.586, -1.641], [-2.400, -2.458, -0.461], [-3.145, -0.060, -0.432]], "mulliken_charge": [-1.00, 0.49, 0.19, -0.73, -0.40, -0.13, -0.06, -0.63, 0.26, 0.36, 0.28, -0.16, -0.22, 0.28, 0.33, 0.29, 0.26, 0.28, 0.31], "e_lumo_ev": 0.80, "homo_energy_ha": -0.340, "e_above_lowest_ev": 1.842, "smiles": "C[SiH2][C@@H]1CCNC1=O", "orbital_gap_ha": 0.369}



# 2
{"formula": "C5H11NP", "method": "ωB97M-V with the def2-TZVPD basis set", "elements": ["C", "C", "N", "P", "C", "C", "C", "H", "H", "H", "H", "H", "H", "H", "H", "H", "H", "H"], "coordinates": [[-3.192, -0.492, -0.071], [-2.165, 0.275, -0.166], [-1.097, 0.894, -0.235], [0.819, -0.130, -0.111], [0.843, -1.688, -0.674], [0.875, 0.060, 1.689], [1.900, 1.053, -0.943], [-3.733, -0.604, 0.853], [-3.613, -0.972, -0.940], [-1.103, 1.887, -0.449], [0.988, -1.886, -1.720], [0.385, -2.460, -0.080], [1.784, -0.419, 2.055], [0.013, -0.436, 2.134], [0.879, 1.112, 1.969], [1.679, 2.080, -0.661], [1.824, 0.926, -2.022], [2.915, 0.801, -0.628]], "mulliken_charge": [-0.79, 0.64, -0.34, 0.93, -0.90, -1.07, -1.07, 0.28, 0.27, 0.27, 0.30, 0.29, 0.38, 0.37, 0.33, 0.37, 0.36, 0.37], "e_lumo_ev": -3.50, "homo_energy_ha": -0.474, "e_above_lowest_ev": 0.856, "smiles": "C=C=[NH+]P(=C)(C)C", "orbital_gap_ha": 0.345, "charge": 1}



# 3
{"formula": "C5H11NPPt", "method": "ωB97M-V with the def2-TZVPD basis set", "elements": ["C", "C", "C", "C", "C", "Pt", "P", "H", "H", "H", "H", "H", "H", "H", "H", "N", "H", "H", "H"], "coordinates": [[0.230, 0.052, -1.961], [0.746, -1.293, -1.572], [1.819, -1.068, -0.645], [1.927, 0.336, -0.382], [0.946, 1.007, -1.271], [0.062, -0.456, 0.287], [-2.157, -0.669, 0.682], [-0.709, 0.105, -2.491], [0.487, -2.328, -1.852], [2.319, -1.847, -0.049], [0.771, 2.074, -1.177], [2.675, 0.656, 0.361], [-2.364, -0.886, 2.087], [-2.803, -1.656, -0.124], [-2.661, 0.625, 0.304], [-0.268, 1.114, 1.801], [-0.506, 1.890, 1.206], [0.547, 1.346, 2.353], [-1.061, 0.998, 2.442]], "lowdin_spin": [0.26, 0.28, 0.18, 0.27, 0.27, 1.65, 0.49, 0.01, 0.02, 0.02, 0.01, 0.01, 0.04, 0.05, 0.13, 0.24, 0.02, 0.02, 0.01], "multiplicity": 5, "e_lumo_ev": [-2.98, -7.60], "homo_energy_ha": [-0.261, -0.551], "s2": 6.01, "orbital_gap_ha": [0.151, 0.272], "charge": 1}



# 4
{"formula": "C5H11NS", "method": "ωB97M-V with the def2-TZVPD basis set", "elements": ["C", "C", "C", "C", "C", "N", "S", "H", "H", "H", "H", "H", "H", "H", "H", "H", "H", "H"], "coordinates": [[2.424, -0.461, 0.323], [1.460, 0.370, 0.222], [1.175, 1.770, 0.185], [-0.720, -1.916, 0.367], [-2.155, 0.488, -1.025], [-0.576, -0.605, 0.892], [-1.671, 0.520, 0.773], [2.485, -1.579, 0.564], [3.409, -0.118, 0.363], [0.174, 2.155, 0.140], [1.622, 2.167, -0.691], [1.552, 2.268, 1.189], [0.154, -2.328, 0.562], [-1.596, -2.509, 0.892], [-0.918, -1.871, -0.791], [-3.157, 0.169, -1.246], [-1.396, -0.128, -1.481], [-2.267, 1.608, -1.239]], "mulliken_charge": [-0.74, 0.59, -0.94, -0.63, -0.75, -0.28, -0.06, 0.16, 0.31, 0.29, 0.32, 0.21, 0.28, 0.21, 0.23, 0.30, 0.22, 0.27], "e_lumo_ev": [0.11, 0.44], "homo_energy_ha": [-0.266, -0.271], "e_above_lowest_ev": 5.421, "orbital_gap_ha": [0.270, 0.288]}



# 5
{"formula": "C5H11NS", "method": "ωB97M-V with the def2-TZVPD basis set", "elements": ["C", "C", "C", "C", "C", "N", "S", "H", "H", "H", "H", "H", "H", "H", "H", "H", "H", "H"], "coordinates": [[1.483, -0.698, -0.486], [0.040, -1.141, -0.457], [0.379, 0.315, -0.669], [0.211, 0.898, -2.015], [0.056, 1.207, 0.526], [-0.864, -1.269, 2.874], [-2.113, -0.610, 3.133], [2.119, -0.564, 0.403], [2.127, -1.037, -1.216], [-0.294, -1.509, 0.446], [0.391, 1.971, -2.141], [-0.862, 0.876, -2.242], [0.902, 0.352, -2.862], [-0.760, 1.945, 0.401], [0.906, 1.906, 0.547], [-0.171, 0.768, 1.516], [-0.431, -1.867, -1.143], [-3.118, -1.543, 3.387]], "mulliken_charge": [-0.85, -0.74, 1.53, -1.43, -1.43, -0.26, 0.13, 0.23, 0.31, 0.17, 0.41, 0.29, 0.28, 0.37, 0.33, 0.31, 0.24, 0.13], "e_lumo_ev": -0.92, "homo_energy_ha": -0.345, "e_above_lowest_ev": 4.471, "orbital_gap_ha": 0.312}



# 6
{"formula": "C5H11NS", "method": "ωB97M-V with the def2-TZVPD basis set", "elements": ["C", "C", "C", "C", "C", "H", "H", "H", "H", "H", "H", "H", "H", "H", "H", "H", "N", "S"], "coordinates": [[1.235, 0.134, 1.273], [1.190, -0.379, -1.193], [0.004, 0.449, -1.454], [-0.675, -0.370, -0.337], [-1.659, 0.415, 0.377], [0.903, -0.246, 2.321], [2.546, 0.236, 1.242], [0.890, 1.291, 1.161], [0.982, -1.416, -1.873], [2.481, -0.148, -1.206], [-0.351, 0.565, -2.611], [0.276, 1.486, -1.043], [-1.102, -1.227, -0.638], [-1.343, 1.235, 0.967], [-2.505, 0.635, -0.402], [-1.190, -0.965, 1.871], [0.774, -0.825, 0.211], [-2.453, -0.870, 1.334]], "mulliken_charge": [-0.59, -0.41, -0.41, -0.59, -0.53, 0.24, 0.27, 0.18, 0.19, 0.30, 0.29, 0.21, 0.55, 0.32, 0.33, 0.12, -0.23, -0.24], "e_lumo_ev": 0.85, "homo_energy_ha": -0.328, "e_above_lowest_ev": 4.580, "orbital_gap_ha": 0.359}